This record from the OMol25 dataset describes a cluster of 2 separate species, C3H3N3O in total at a distorted geometry. The level of theory is the ωB97M-V functional and the def2-TZVPD basis.

```
10
C3H3N3O, DFT the ωB97M-V functional and the def2-TZVPD basis
N -2.16 -0.76 -1.00
C -1.33 -0.29 -0.25
C -0.47 0.23 0.60
C 0.59 -0.57 1.30
O 0.38 -1.53 2.01
H -1.94 -0.78 -2.00
H -0.51 1.30 0.77
H 1.62 -0.23 1.11
N 2.05 1.04 -0.81
N 1.78 1.60 -1.72
```

The calculation puts the largest force on an atom at 2.1 eV/A. The calculation puts the frontier orbital gap at 10.3 eV. As for the spin multiplicity: 1. The highest occupied orbital energy comes out at -0.3520 Ha. As for the SMILES: N=C=CC=O.N#N. The calculation puts the LUMO energy at 0.74 eV. As for the relative energy (zero: lowest compared OMol25 entry of this formula, charge and spin): 114.54 kJ/mol. Its charge is 0.